Formula: C34H75N4O22
Source: OMol25
Level of theory: ωB97M-V with the def2-TZVPD basis set

Last column: Löwdin spin population.
Geometry (Å):
C  -0.938  -1.237  3.161  0.00
C  -1.763  -2.510  3.486  0.00
C  -2.716  -2.382  4.755  0.00
O  -2.908  -3.685  5.236  0.00
C  -3.972  -3.851  6.189  0.00
N  -2.505  -3.065  2.252  0.00
H  -2.963  -3.943  2.455  0.00
H  -3.247  -2.433  1.987  0.00
H  -2.082  -3.085  1.335  0.00
H  -1.714  -0.517  2.903  0.00
H  -0.376  -1.324  2.231  0.00
H  -0.359  -0.771  3.959  0.00
H  -0.924  -3.137  3.788  0.00
H  -3.648  -2.026  4.316  0.00
H  -2.200  -1.815  5.531  0.00
H  -3.947  -3.102  6.981  0.00
H  -4.057  -4.885  6.522  0.00
H  -4.862  -3.798  5.562  0.00
C  -0.486  2.518  -1.738  0.00
C  0.320  1.195  -1.528  0.00
C  1.298  1.046  -0.447  0.00
O  0.675  0.822  0.799  0.00
C  1.597  1.020  1.892  0.00
N  -0.655  -0.023  -1.597  0.00
H  -0.491  -0.626  -0.803  0.00
H  -1.626  0.225  -1.469  0.00
H  -0.439  -0.623  -2.381  0.00
H  0.163  3.362  -1.973  0.00
H  -0.954  2.840  -0.807  0.00
H  -1.109  2.745  -2.603  0.00
H  0.859  1.119  -2.472  0.00
H  2.050  1.833  -0.491  0.00
H  1.970  0.230  -0.714  0.00
H  2.361  0.249  1.991  0.00
H  1.093  0.825  2.839  0.00
H  2.064  2.000  1.991  0.00
C  5.432  3.574  3.398  0.03
C  6.236  2.450  2.759  0.07
C  5.641  2.143  1.342  0.02
O  6.336  1.039  0.744  0.07
C  5.724  0.608  -0.421  0.00
N  7.820  2.622  2.816  0.21
H  8.309  1.979  3.423  0.24
H  8.160  2.179  1.975  0.12
H  8.088  3.595  2.856  0.17
H  4.379  3.295  3.370  0.00
H  5.670  4.424  2.758  0.01
H  5.715  3.959  4.378  0.01
H  6.307  1.495  3.280  0.02
H  5.588  3.065  0.763  0.00
H  4.610  1.801  1.429  0.00
H  6.358  -0.066  -0.997  0.00
H  5.638  1.491  -1.055  0.00
H  4.757  0.138  -0.246  0.00
C  -5.848  -3.050  -1.617  0.00
C  -4.394  -3.550  -1.224  0.00
C  -4.053  -4.932  -1.808  0.00
O  -3.918  -4.927  -3.219  0.00
C  -3.702  -6.256  -3.653  0.00
N  -3.278  -2.529  -1.631  0.00
H  -3.300  -2.196  -2.584  0.00
H  -3.503  -1.739  -1.043  0.00
H  -2.301  -2.761  -1.523  0.00
H  -5.935  -1.979  -1.800  0.00
H  -6.560  -3.284  -0.825  0.00
H  -6.141  -3.579  -2.524  0.00
H  -4.245  -3.518  -0.144  0.00
H  -4.848  -5.606  -1.487  0.00
H  -3.137  -5.203  -1.283  0.00
H  -3.941  -6.229  -4.716  0.00
H  -4.304  -7.029  -3.175  0.00
H  -2.651  -6.512  -3.516  0.00
C  3.470  3.922  -1.528  0.00
C  3.987  5.270  -1.923  0.00
O  3.127  6.127  -2.174  0.00
O  5.230  5.362  -2.162  0.00
H  3.796  3.154  -2.230  0.00
H  2.382  3.913  -1.579  0.00
H  3.821  3.743  -0.511  0.00
C  0.010  4.153  2.778  0.00
C  0.610  3.526  3.983  0.00
O  0.028  2.583  4.560  0.00
O  1.686  3.921  4.566  0.00
H  -1.073  4.035  2.835  0.00
H  0.363  3.665  1.870  0.00
H  0.211  5.213  2.624  0.00
C  -4.888  -1.094  -4.721  0.00
C  -4.300  0.239  -4.324  0.00
O  -4.465  1.249  -5.067  0.00
O  -3.739  0.224  -3.237  0.00
H  -4.957  -1.278  -5.793  0.00
H  -5.796  -1.232  -4.134  0.00
H  -4.120  -1.821  -4.452  0.00
C  -4.907  1.424  1.722  0.00
C  -4.307  0.031  1.604  0.00
O  -4.679  -0.813  2.424  0.00
O  -3.631  -0.191  0.562  0.00
H  -4.343  2.245  1.281  0.00
H  -4.979  1.696  2.775  0.00
H  -5.957  1.496  1.437  0.00
C  1.592  -2.932  -0.464  0.00
C  0.324  -3.257  0.201  0.00
O  0.291  -4.237  0.967  0.00
O  -0.700  -2.549  -0.004  0.00
H  2.292  -3.765  -0.515  0.00
H  1.989  -2.134  0.163  0.00
H  1.671  -2.773  -1.540  0.00
C  -1.944  -3.812  -5.092  0.00
C  -0.720  -3.276  -4.338  0.00
O  -0.857  -2.140  -3.802  0.00
O  0.310  -3.795  -4.703  0.00
H  -2.111  -3.252  -6.013  0.00
H  -2.756  -3.520  -4.427  0.00
H  -2.004  -4.895  -5.194  0.00
C  4.083  -1.394  3.384  0.00
C  3.432  -0.470  4.380  0.00
O  3.771  0.707  4.408  0.00
O  2.367  -0.801  4.987  0.00
H  4.895  -1.929  3.875  0.00
H  4.569  -0.852  2.572  0.00
H  3.357  -1.926  2.768  0.00
C  4.169  1.993  -4.473  0.00
C  2.920  1.180  -4.323  0.00
O  1.962  1.338  -5.153  0.00
O  2.842  0.326  -3.402  0.00
H  4.898  1.759  -3.697  0.00
H  4.081  3.077  -4.406  0.00
H  4.601  1.926  -5.472  0.00
C  -1.230  6.062  -0.746  0.00
C  -1.753  6.134  -2.222  0.00
O  -1.004  6.065  -3.181  0.00
O  -2.941  6.041  -2.397  0.00
H  -0.150  5.914  -0.745  0.00
H  -1.699  5.252  -0.187  0.00
H  -1.348  7.065  -0.335  0.00

## Properties
* highest occupied orbital energy (alpha / beta): 6.42 / 5.47 eV
* charge: -6
* E_tot: -3213.95733 Ha
* LUMO energy (alpha / beta): 8.3 / 8.3 eV
* HOMO-LUMO gap (alpha / beta): 0.0678 / 0.1026 Eh
* spin multiplicity: 2
* M: 891.98 g/mol